[1]
C4H5IrO4 | ωB97M-V/def2-TZVPD

```
14
Properties=species:S:1:pos:R:3
O -0.4486 0.1957 2.6896
C 0.3542 0.9912 3.0487
O 1.2004 1.5256 3.6257
O -0.4299 1.2988 0.0635
C 0.2894 1.1258 -1.0711
C 0.5221 -0.2168 -1.6570
O 0.2043 -1.3570 -1.2796
C -0.8098 -1.7256 -0.2339
Ir -1.3306 -0.0868 0.9233
H 1.3348 1.5085 -0.9778
H -0.1020 1.6914 -1.9529
H 1.1691 -0.2196 -2.5459
H -0.3296 -2.6022 0.2217
H -1.6240 -2.1291 -0.8544
```

Summary:
2S+1: 5
Total charge: +2
E_LUMO (alpha / beta) (eV): -9.3613 / -12.3127
Expectation value of S²: 6.01
Relative energy (zero: lowest compared OMol25 entry of this formula, charge and spin) (eV): 0.382


[2]
C4H5KO5 | ωB97M-V/def2-TZVPD

```
15
Properties=species:S:1:pos:R:3
O 3.0616 3.3360 5.3632
O 3.9252 2.3158 3.7305
C 3.1212 3.1954 4.1076
O 2.0821 3.4950 3.3833
C 0.7448 3.2971 3.9093
C -0.2124 3.9060 2.9153
H 0.7170 3.9388 4.8024
H 0.0725 4.9392 2.6823
H -1.2148 3.9134 3.3600
H -0.2488 3.3299 1.9820
O 0.5255 -0.1310 5.3825
C 0.3302 0.7992 4.6829
O 0.7720 1.1312 3.5654
K 3.0353 -1.5423 3.0140
H 0.3068 2.4023 5.0506
```

Summary:
2S+1: 2
Total charge: +1
E_LUMO (alpha / beta) (eV): -5.3531 / -6.3229
Expectation value of S²: 0.76
Relative energy (zero: lowest compared OMol25 entry of this formula, charge and spin) (eV): 6.929


[3]
C4H5LiO | ωB97M-V/def2-TZVPD

```
11
Properties=species:S:1:pos:R:3
C -0.6761 -0.1972 -1.8346
C -1.1580 0.1908 -0.6365
C -0.4409 0.3106 0.6308
C 0.8359 -0.1669 0.8245
O 1.5519 0.0449 1.8771
Li 3.0889 0.3143 2.6149
H 0.3973 -0.2685 -2.0312
H -1.3524 -0.4516 -2.6522
H -2.2359 0.3852 -0.5764
H 0.7782 -1.2440 0.4560
H -0.7889 1.0824 1.3276
```

Summary:
Total charge: 0
E_LUMO (eV): -1.0862


[4]
C4H5LiO2 | ωB97M-V/def2-TZVPD

```
12
Properties=species:S:1:pos:R:3
O -2.4201 0.6468 0.5110
C -1.1185 0.6458 -0.0837
C -0.4273 -0.6160 0.1705
C 0.9797 -0.8886 -0.3332
C 2.0337 -0.2265 0.5853
O 2.4795 0.8664 0.1395
H -2.6541 1.5565 0.6962
H -0.5671 -0.9910 1.2027
H 1.0746 -0.5092 -1.3728
H 1.1718 -1.9771 -0.3464
Li 0.5976 1.8564 -0.0906
H -1.1497 -0.3635 -1.0783
```

Summary:
2S+1: 2
Total charge: -1
E_LUMO (alpha / beta) (eV): 2.9198 / 3.0179
Expectation value of S²: 0.76
Relative energy (zero: lowest compared OMol25 entry of this formula, charge and spin) (eV): 0.427


[5]
C4H5LiO2Sr | ωB97M-V/def2-TZVPD

```
13
Properties=species:S:1:pos:R:3
C -1.4358 0.4394 -0.4934
C -0.8507 -0.8684 -0.1098
C 0.5393 -1.0183 0.2126
C 1.4649 0.0194 0.3302
O 2.7158 -0.1166 0.1737
O -2.0841 1.1122 0.3901
Li -3.2051 1.4104 1.7097
Sr 4.8498 1.1772 -0.7241
H -0.7942 -0.4705 -1.4563
H -1.7426 0.7665 -1.5116
H -1.5021 -1.4149 0.5852
H 0.9425 -2.0353 0.1970
H 1.1021 0.9991 0.6968
```

Summary:
Total charge: 0
E_LUMO (alpha / beta) (eV): -0.7384 / -0.6183
Relative energy (zero: lowest compared OMol25 entry of this formula, charge and spin) (eV): 3.505


[6]
C4H5LiO2Tl | ωB97M-V/def2-TZVPD

```
13
Properties=species:S:1:pos:R:3
H 1.3835 -2.2751 0.5692
C 0.9669 0.4296 -0.7758
C 0.0462 1.4996 -0.2842
C -0.9124 0.7507 0.6460
C -0.8024 -0.7129 0.3528
O -0.1118 -0.7960 -0.7532
O 1.7294 0.3444 -1.6779
Li 0.7515 -2.5749 -1.1854
Tl -0.5609 -2.7694 1.7823
H -0.4549 1.9157 -1.1691
H 0.6507 2.2589 0.2277
H -1.9851 0.9826 0.5584
H -0.7008 0.9468 1.7093
```

Summary:
Total charge: +1
E_LUMO (eV): -4.7620
Relative energy (zero: lowest compared OMol25 entry of this formula, charge and spin) (eV): 1.577


[7]
C4H5N | ωB97M-V/def2-TZVPD

```
10
Properties=species:S:1:pos:R:3
N 2.7314 -0.1033 -0.5582
C 1.6845 -0.2134 -0.0769
C 0.3674 -0.2305 0.5133
C -0.8363 -0.5897 -0.3258
C -0.5835 0.8387 0.0260
H 0.3489 -0.4970 1.5660
H -1.6389 -1.1097 0.1884
H -0.6640 -0.9118 -1.3477
H -1.2050 1.3254 0.7695
H -0.2046 1.4913 -0.7547
```

Summary:
Total charge: 0
E_LUMO (eV): 0.9695
Relative energy (zero: lowest compared OMol25 entry of this formula, charge and spin) (eV): 0.906


[8]
C4H5N | ωB97M-V/def2-TZVPD

```
10
Properties=species:S:1:pos:R:3
C -1.7873 0.1572 0.0308
C 0.2495 -0.2727 -0.0439
C 1.3530 -0.9941 0.0338
C 0.0025 1.1687 0.0461
N -0.9984 -0.8158 -0.1310
H -2.8903 0.0713 -0.1601
H 1.1817 -2.0938 0.3155
H 2.3934 -0.6395 -0.0356
H -0.0366 1.6533 -0.8823
H 0.5326 1.7654 0.8266
```

Summary:
Total charge: 0
E_LUMO (eV): 0.1739
Relative energy (zero: lowest compared OMol25 entry of this formula, charge and spin) (eV): 4.334